# 1
Entry from OMol25: C34H32Cl5IN10OPbS as an isolated structure (wB97M-V/def2-TZVPD).

Geometry as XYZ:
```
85
Properties=species:S:1:pos:R:3:forces:R:3:mulliken_charge:R:1
Pb 0.172 -0.761 -0.743 -1.170 -3.998 5.844 2.735
Cl 0.172 1.187 -7.643 -0.001 0.005 -0.298 -0.224
C 0.172 1.152 -5.921 -0.019 0.184 0.456 0.163
C 0.172 -0.062 -5.256 -0.007 -0.147 0.581 -0.855
C 0.172 -0.051 -3.863 0.288 0.215 -1.931 1.222
Cl 0.172 -1.510 -2.960 0.394 -1.684 -5.893 -0.232
C 0.172 1.101 -3.070 0.275 0.116 -1.715 -1.302
O 0.172 0.957 -1.803 -0.473 2.428 -3.652 -0.970
C 0.172 2.312 -3.801 0.037 0.211 -0.695 0.526
Cl 0.172 3.860 -3.001 -0.517 -0.175 -0.193 -0.187
C 0.172 2.342 -5.205 -0.001 -0.345 0.607 -0.631
H 0.172 -1.003 -5.793 0.007 0.093 -0.007 0.516
H 0.172 3.295 -5.723 -0.007 -0.127 0.120 0.496
S 2.529 -0.009 -0.743 3.462 1.627 -1.281 -1.016
C 2.554 0.155 0.925 0.101 0.756 3.904 0.556
N 2.181 1.371 1.457 6.036 -4.474 4.200 0.423
C 2.159 1.632 2.799 0.173 0.451 -0.589 -0.060
C 2.509 0.687 3.670 0.532 -2.535 -0.696 -1.069
C 2.899 -0.594 3.055 -0.065 1.074 2.588 -0.366
N 2.923 -0.848 1.788 0.363 2.446 -1.351 -0.118
H 1.915 2.087 0.791 3.980 -0.086 1.981 -0.393
H 1.848 2.626 3.102 0.317 -0.086 -0.180 0.413
H 2.521 0.807 4.742 -0.061 0.045 -0.061 0.472
H 3.192 -1.386 3.763 0.112 0.316 -0.653 0.601
I 5.360 -3.541 0.355 0.196 0.104 0.011 0.159
C 3.401 -3.654 -0.298 -0.576 -0.755 -1.509 -0.810
C 2.860 -4.864 -0.720 0.328 0.001 -0.102 0.055
C 1.537 -4.902 -1.153 0.092 0.542 0.261 -1.253
C 0.806 -3.724 -1.146 0.462 -0.118 0.080 0.246
N 1.304 -2.535 -0.743 4.877 -5.033 -0.402 0.634
C 2.593 -2.526 -0.326 -0.351 -1.541 -0.351 -0.870
H 3.451 -5.776 -0.717 0.000 0.150 0.038 0.386
H 1.085 -5.830 -1.488 0.026 0.155 0.031 0.425
H -0.229 -3.705 -1.475 0.075 -0.007 0.126 0.404
H 2.957 -1.553 -0.009 0.256 -2.541 -0.040 0.819
N -0.244 2.551 1.942 -0.524 -0.679 0.312 0.277
C -0.500 1.288 1.489 3.705 1.020 1.379 -0.074
N 0.172 1.020 0.393 2.798 3.434 3.372 0.315
C 0.894 2.158 0.125 -5.331 2.609 -5.236 0.379
C 1.783 2.432 -0.924 0.309 2.515 -1.534 0.000
C 2.399 3.690 -0.971 -0.180 -0.683 0.710 -1.298
C 2.135 4.653 0.007 0.024 0.101 0.468 -0.700
C 1.251 4.398 1.062 0.159 -0.302 -0.368 -1.339
C 0.651 3.137 1.084 -1.726 2.678 -1.048 1.013
H -0.644 2.978 2.765 -0.062 -0.179 -0.110 0.339
H -1.179 0.615 1.995 1.317 0.826 -0.731 -0.082
H 1.982 1.680 -1.678 -0.141 1.917 0.341 0.347
H 3.090 3.915 -1.779 -0.204 -0.057 0.123 0.494
H 2.628 5.622 -0.053 -0.136 -0.172 0.057 0.452
H 1.047 5.146 1.819 -0.018 -0.091 -0.044 0.578
C -2.428 -0.307 -2.065 -0.886 0.104 -1.010 -0.312
N -3.816 0.133 -2.074 -0.174 -0.241 -1.036 0.022
C -3.871 1.543 -1.713 -0.247 0.341 -0.169 -0.622
N -3.302 1.746 -0.388 -0.104 0.912 -0.015 0.197
C -1.917 1.295 -0.391 -3.717 1.993 -0.971 -0.265
N -1.848 -0.117 -0.743 -2.178 1.025 0.150 1.144
C -2.613 -0.887 0.228 -0.999 -0.730 0.684 0.075
N -4.002 -0.451 0.235 -0.441 -0.543 0.561 0.049
C -4.567 -0.639 -1.094 -0.368 -0.224 0.072 -0.576
C -4.056 0.962 0.580 -0.268 0.071 0.102 -0.635
H -1.846 0.238 -2.822 -0.632 0.171 0.415 -0.017
H -2.356 -1.360 -2.369 -0.232 0.078 0.520 0.210
H -4.907 1.909 -1.747 0.088 -0.301 0.197 0.368
H -3.340 2.152 -2.457 0.214 -0.244 0.183 0.319
H -1.454 1.470 0.590 -4.462 0.437 -2.612 -0.601
H -1.318 1.895 -1.089 -0.690 -0.160 0.396 -0.164
H -2.174 -0.788 1.230 -0.319 -0.200 -1.776 -1.001
H -2.548 -1.961 0.004 0.013 0.356 -0.282 0.329
H -5.627 -0.350 -1.107 0.263 0.272 0.048 0.337
H -4.570 -1.704 -1.364 0.340 0.185 0.089 0.342
H -3.667 1.126 1.594 0.154 -0.091 -0.285 0.201
H -5.098 1.308 0.626 0.140 -0.123 -0.296 0.439
Cl 2.386 -3.351 2.062 -1.479 -1.305 1.795 0.011
C 1.148 -2.733 3.099 0.373 -0.884 2.355 0.119
C 1.146 -3.157 4.433 -0.168 0.207 -0.270 -0.286
C 0.172 -2.692 5.315 0.163 -0.114 0.094 -0.834
C -0.802 -1.802 4.865 -0.236 0.382 -0.569 -0.526
C -0.803 -1.376 3.532 0.485 -1.161 2.846 0.755
Cl -2.042 -0.272 3.044 -2.197 -1.643 4.089 -0.525
C 0.172 -1.839 2.638 -0.069 2.228 -7.232 -1.157
N 0.172 -1.403 1.273 0.050 -1.173 6.166 -0.160
H 1.904 -3.852 4.789 -0.090 0.092 -0.147 0.461
H 0.172 -3.023 6.352 -0.027 0.074 -0.225 0.388
H -1.560 -1.442 5.557 0.078 -0.021 -0.158 0.444
H -0.802 -2.288 -0.743 -1.508 0.028 -0.627 -0.126
```
Positions in Å, forces in eV/Å.

Properties
LUMO energy (alpha / beta) ... -0.222 / -0.221 eV
Total charge ... 0
Gap between HOMO and LUMO (alpha / beta) ... 5.282 / 5.284 eV
Electronic energy ... -139498.3228 eV
2S+1 ... 1

# 2
Entry from OMol25: C20H15FIMoN2O7 as an isolated structure (wB97M-V/def2-TZVPD).

Geometry as XYZ:
```
47
Properties=species:S:1:pos:R:3:forces:R:3:mulliken_spin:R:1
Mo -0.124 0.214 -1.035 0.247 -0.108 0.116 2.028
O 2.207 -0.174 1.206 -0.034 -0.034 0.051 0.006
C 3.332 -0.453 0.383 0.159 0.158 -0.050 0.012
C 2.777 -0.642 -1.036 -0.040 0.015 -0.255 0.013
O 3.374 -0.686 -2.058 0.040 0.074 0.132 -0.005
O 1.393 -0.791 -1.028 -0.450 0.040 0.169 -0.021
C 4.263 0.760 0.404 -0.028 -0.080 -0.026 -0.030
C 5.461 0.755 1.103 -0.022 -0.006 0.032 -0.001
C 6.218 1.917 1.198 0.013 -0.007 0.012 0.000
C 5.785 3.086 0.597 0.001 -0.001 0.007 0.000
C 4.581 3.099 -0.097 -0.003 0.009 -0.007 0.004
C 3.825 1.944 -0.187 0.016 0.033 -0.041 -0.003
C 4.010 -1.777 0.732 -0.076 -0.059 0.001 0.001
C 5.140 -2.185 0.023 0.001 -0.002 0.019 0.000
C 5.755 -3.386 0.331 0.000 0.017 -0.007 0.000
C 5.247 -4.191 1.344 -0.014 -0.003 0.009 0.000
C 4.115 -3.795 2.036 0.012 -0.013 0.002 0.000
C 3.490 -2.593 1.727 0.002 0.015 -0.004 0.001
H 2.539 0.081 2.077 -0.010 0.048 -0.051 0.001
H 5.809 -0.150 1.583 0.005 -0.014 -0.013 0.000
H 7.149 1.903 1.748 0.008 0.001 -0.002 0.000
H 6.378 3.988 0.671 0.005 0.003 -0.003 0.000
H 4.235 4.013 -0.562 0.004 0.003 -0.006 0.000
H 2.882 1.964 -0.723 0.034 -0.012 0.033 0.021
H 5.541 -1.561 -0.765 -0.002 0.011 -0.003 0.000
H 6.634 -3.693 -0.219 0.002 -0.004 -0.001 0.000
H 5.732 -5.126 1.586 -0.003 -0.006 0.003 0.000
H 3.709 -4.421 2.818 0.000 -0.007 0.004 0.000
H 2.594 -2.304 2.258 0.000 0.019 -0.005 0.001
I -1.624 -1.064 0.617 0.107 0.075 -0.155 0.064
F 2.000 4.433 -6.628 0.003 -0.012 0.014 0.000
C 1.800 3.696 -5.552 -0.028 0.017 0.015 0.004
C 0.852 4.004 -4.666 0.065 -0.001 -0.051 -0.002
N 0.651 3.217 -3.532 0.005 -0.104 0.065 0.008
C -0.325 3.590 -2.504 -0.051 -0.045 0.030 0.010
C -1.447 2.552 -2.442 0.050 0.279 -0.195 -0.008
O -2.368 2.526 -3.188 0.034 -0.011 0.028 -0.004
O -1.282 1.615 -1.469 0.041 -0.402 0.149 -0.005
C 1.383 2.102 -3.329 -0.016 0.131 -0.113 -0.018
O 1.189 1.372 -2.330 -0.053 -0.038 0.112 -0.078
N 2.347 1.801 -4.215 0.011 -0.052 0.080 0.004
C 2.675 2.528 -5.386 -0.020 0.069 -0.038 0.000
O 3.557 2.182 -6.110 0.005 -0.003 -0.002 0.000
H 0.207 4.862 -4.783 0.003 0.003 -0.013 0.000
H -0.762 4.543 -2.788 -0.021 -0.015 0.008 0.001
H 0.170 3.687 -1.539 0.026 0.010 -0.034 -0.002
H 2.898 0.969 -4.019 -0.028 0.007 -0.015 -0.002
```
Positions in Å, forces in eV/Å.

Properties
LUMO energy (alpha / beta) ... -5.624 / -5.658 eV
Total charge ... +1
Gap between HOMO and LUMO (alpha / beta) ... 6.296 / 6.264 eV
Electronic energy ... -50964.6892 eV
2S+1 ... 3
Energy relative to the best compared isomer or geometry (same formula, charge and spin) ... 189.59 kJ/mol
⟨S²⟩ ... 2.018